Entry 1:
{
  "formula": "C3H4NOP",
  "method": "ωB97M-V/def2-TZVPD",
  "energy_ev": -16000.4598,
  "charge": 0,
  "relative_energy_kj_mol": 53.4,
  "homo_lumo_gap_ha": 0.30117,
  "symbols": ["H", "C", "H", "C", "H", "P", "C", "O", "N", "H"],
  "coordinates": [[-1.189, 1.135, -0.921], [-0.432, -0.644, 0.033], [-0.671, -1.114, 1.026], [-0.639, 0.880, -0.032], [-1.145, -1.202, -0.649], [1.960, 0.816, 0.061], [1.094, -0.859, 0.007], [1.785, -1.869, -0.039], [0.578, 1.627, -0.169], [-1.342, 1.230, 0.683]],
  "forces_ev_per_angstrom": [[-0.349, -0.158, -0.815], [-0.235, -1.056, 0.832], [0.025, 0.717, -0.505], [-0.222, -1.002, -1.654], [1.423, 0.524, 0.318], [-2.039, 0.888, -0.641], [1.094, -1.161, -0.302], [-1.623, 0.980, -0.018], [1.916, -0.356, 1.441], [0.007, 0.625, 1.344]],
  "nbo_charge": [0.212, -0.562, 0.251, -0.271, 0.258, 0.868, 0.281, -0.521, -0.739, 0.223]
}

=====

Entry 2:
{
  "formula": "C12H6I3N4OV",
  "method": "ωB97M-V/def2-TZVPD",
  "energy_ev": -70529.8044,
  "s2": 0.7685,
  "charge": 1,
  "spin_multiplicity": 2,
  "relative_energy_kj_mol": 0.0,
  "homo_lumo_gap_ha": [0.23945, 0.25039],
  "symbols": ["C", "H", "I", "H", "I", "H", "C", "C", "C", "C", "C", "N", "H", "C", "H", "C", "C", "C", "C", "N", "N", "H", "N", "V", "I", "O", "C"],
  "coordinates": [[2.773, -1.865, 6.227], [-1.893, 1.375, 3.536], [2.297, -0.033, -5.015], [-0.341, 1.109, -4.924], [-3.040, -0.925, 2.644], [-3.397, 1.715, -1.979], [2.071, -0.752, -2.124], [1.502, -0.832, -0.851], [-1.958, 1.484, -3.585], [-0.721, 1.011, -3.916], [-2.416, 1.349, -2.261], [2.261, -1.189, 5.228], [-2.174, 1.484, 1.752], [-1.832, 0.868, 2.578], [3.057, -1.156, -2.303], [0.075, 0.388, -2.929], [1.358, -0.934, 4.492], [0.257, -0.306, -0.589], [1.372, -0.147, -3.139], [-1.710, 0.789, -1.309], [0.511, -0.612, 3.680], [-2.584, 1.965, -4.323], [3.245, -2.466, 7.088], [-0.422, -0.504, 2.222], [2.446, -1.766, 0.783], [-0.246, -0.358, 0.647], [-0.490, 0.309, -1.631]],
  "forces_ev_per_angstrom": [[0.103, -0.262, 0.299], [0.052, -0.083, 0.041], [-0.104, -0.021, 0.187], [-0.009, -0.009, 0.002], [0.309, 0.088, -0.024], [0.002, 0.029, -0.041], [0.076, 0.038, -0.297], [-0.435, -0.100, 1.001], [0.068, 0.017, -0.126], [-0.102, 0.064, -0.039], [0.137, -0.098, 0.133], [-0.198, 0.164, -0.247], [0.046, -0.082, -0.079], [-0.124, 0.030, 0.063], [-0.011, -0.018, 0.015], [-0.074, -0.033, 0.279], [0.284, -0.011, 0.184], [0.927, -0.007, -1.471], [0.253, -0.061, -0.174], [-0.266, 0.103, 0.053], [1.546, -0.247, 2.336], [0.001, -0.013, -0.003], [-0.037, 0.127, -0.113], [-2.850, -0.132, 2.814], [0.099, 0.096, -0.489], [0.275, 0.443, -4.479], [0.034, -0.020, 0.178]],
  "nbo_charge": [0.391, 0.245, 0.230, 0.242, 0.338, 0.207, -0.290, -0.162, -0.241, -0.113, 0.090, -0.477, 0.254, -0.694, 0.255, -0.138, 0.802, 0.266, -0.079, -0.426, -0.761, 0.241, -0.241, 1.203, 0.239, -0.506, 0.123]
}

=====

Entry 3:
{
  "formula": "C51H32FI2NO10",
  "method": "ωB97M-V/def2-TZVPD",
  "energy_ev": -94291.8831,
  "charge": 0,
  "homo_lumo_gap_ha": 0.29345,
  "symbols": ["C", "H", "O", "C", "H", "C", "H", "O", "C", "C", "H", "H", "H", "C", "C", "I", "H", "H", "H", "H", "N", "C", "C", "C", "C", "H", "O", "F", "O", "C", "H", "C", "C", "C", "H", "O", "C", "C", "H", "C", "C", "H", "C", "C", "C", "H", "H", "C", "H", "C", "C", "H", "H", "C", "C", "C", "H", "I", "C", "C", "C", "O", "C", "H", "C", "C", "C", "C", "C", "H", "C", "H", "C", "H", "C", "H", "C", "C", "C", "O", "O", "H", "C", "C", "H", "O", "H", "C", "C", "O", "H", "C", "C", "H", "C", "C", "H"],
  "coordinates": [[-8.234, -4.519, -5.698], [-1.917, -0.774, 1.214], [4.244, 5.154, 5.578], [3.387, 10.062, 5.277], [5.138, 7.349, 6.308], [3.335, 7.289, 5.161], [8.356, -2.258, 0.741], [0.448, 0.376, -3.857], [6.359, -1.817, 1.367], [-8.376, -5.990, -6.046], [-10.055, -5.898, -7.186], [-5.635, -2.721, -6.424], [-7.699, -4.104, -7.713], [4.363, 7.936, 5.835], [-1.565, -1.115, -2.616], [-2.996, -3.852, -4.896], [-1.455, -1.199, -3.689], [-2.360, -5.247, -8.078], [3.308, 4.023, 0.039], [1.574, 9.990, 4.126], [-9.096, -6.228, -7.256], [4.386, 9.318, 5.896], [-0.006, 0.813, 0.236], [5.446, -1.857, 2.413], [1.162, 5.875, 3.838], [-0.026, -0.386, 4.095], [-8.384, -8.149, -8.347], [-10.166, -8.223, -7.058], [-7.586, -4.635, -3.338], [3.491, -1.905, 4.572], [2.865, -2.378, 6.560], [-2.788, -5.763, -7.219], [2.193, 5.130, 4.414], [0.958, -0.817, 4.230], [3.623, 3.720, -2.396], [3.742, -0.858, 1.123], [8.026, -2.805, 2.791], [-2.523, -1.851, -1.940], [2.230, 2.087, -3.629], [-7.332, -4.413, -4.471], [3.338, 5.799, 5.094], [-9.216, -4.146, -5.410], [2.323, 8.035, 4.554], [4.855, -2.469, 4.781], [3.127, -1.341, 3.347], [-0.704, 5.812, 2.797], [7.402, -3.260, 4.795], [4.074, -1.313, 2.198], [2.960, 3.172, 4.809], [-3.797, -4.876, -6.557], [-2.650, -1.734, -0.560], [-3.226, -6.712, -7.513], [0.605, -1.411, 6.263], [1.189, 7.365, 3.854], [1.151, 1.472, -1.891], [-7.502, -3.673, -6.739], [5.185, 9.821, 6.425], [-5.645, -5.593, -8.745], [0.305, 0.518, -2.662], [7.645, -2.291, 1.556], [-0.731, -0.254, -1.916], [5.170, -2.976, 5.836], [2.707, 3.302, -0.501], [-3.178, -2.522, -2.485], [5.823, -2.388, 3.648], [1.315, -1.391, 5.446], [0.054, 3.843, 3.197], [-6.036, -3.723, -6.257], [-5.055, -4.656, -6.953], [1.634, 2.678, 1.241], [1.766, 2.548, 0.178], [1.592, -0.353, 2.238], [2.105, 2.222, -2.564], [3.411, 11.142, 5.320], [2.358, 9.422, 4.608], [1.059, 2.020, 3.719], [2.882, 3.134, -1.869], [2.578, -1.933, 5.618], [0.092, 5.226, 3.234], [-0.111, 0.907, 1.446], [0.316, 8.014, 3.318], [-1.972, -5.973, -6.535], [-0.867, -0.125, -0.533], [1.862, -0.795, 3.182], [9.035, -3.167, 2.938], [-6.125, -3.942, -4.862], [-7.878, -2.655, -6.735], [7.117, -2.858, 3.833], [-1.824, -0.874, 0.142], [-7.943, -6.889, -5.381], [-3.396, -2.315, -0.035], [0.988, 1.627, -0.512], [2.154, 3.741, 4.366], [-0.778, 3.336, 2.727], [1.088, 3.100, 3.758], [-9.119, -7.599, -7.617], [6.053, -1.412, 0.413]],
  "forces_ev_per_angstrom": [[0.222, -0.030, 0.559], [0.048, 0.056, 0.015], [-0.006, 0.001, 0.005], [0.023, -0.020, 0.014], [-0.017, -0.074, -0.025], [-0.081, -0.014, -0.048], [0.011, 0.001, -0.006], [-0.009, 0.008, 0.001], [0.102, -0.012, -0.051], [-0.201, -0.114, -0.065], [0.113, 0.354, -0.029], [0.196, 0.047, 0.353], [0.320, 0.207, -0.273], [0.065, 0.087, 0.035], [-0.098, -0.096, -0.024], [-0.022, -0.062, -0.240], [0.063, 0.046, -0.015], [-0.054, -0.095, -0.212], [0.014, -0.002, 0.009], [-0.051, -0.057, -0.021], [-0.222, -0.329, 0.361], [-0.027, 0.013, -0.020], [0.011, 0.013, 0.135], [-0.029, -0.006, 0.087], [0.081, 0.010, 0.047], [-0.011, -0.001, -0.017], [0.207, -0.111, 0.040], [-0.170, -0.024, -0.019], [-0.229, -0.126, 0.523], [0.039, 0.022, -0.076], [0.075, -0.015, -0.010], [0.188, 0.083, 0.350], [-0.023, 0.093, -0.012], [-0.002, -0.026, 0.068], [0.008, 0.008, -0.004], [0.008, 0.000, 0.016], [-0.018, 0.012, -0.028], [-0.028, -0.023, 0.046], [-0.059, -0.048, -0.018], [-0.019, 0.197, -0.430], [0.075, -0.053, 0.028], [-0.116, 0.087, -0.135], [0.020, -0.092, 0.022], [0.024, -0.047, 0.079], [0.085, -0.033, 0.047], [0.030, 0.076, 0.006], [-0.069, -0.001, 0.038], [-0.026, 0.039, -0.112], [0.040, 0.054, 0.035], [-0.462, 0.183, 0.016], [0.015, -0.010, -0.024], [-0.092, -0.022, -0.217], [-0.007, 0.002, 0.009], [-0.068, 0.049, -0.052], [-0.057, -0.036, 0.066], [-0.472, -0.799, 0.071], [0.011, 0.010, -0.001], [-0.027, -0.007, 0.087], [0.027, -0.016, -0.093], [0.008, -0.012, 0.030], [0.038, 0.052, 0.063], [-0.001, 0.011, -0.002], [0.011, -0.005, -0.057], [0.010, 0.122, 0.143], [-0.083, 0.042, -0.043], [0.007, 0.015, -0.037], [-0.002, -0.002, 0.030], [-0.271, 0.771, -1.132], [0.378, -0.403, 0.325], [-0.055, -0.091, 0.021], [0.111, 0.082, -0.011], [0.036, 0.019, -0.082], [0.081, 0.076, -0.015], [0.002, 0.012, 0.005], [0.036, 0.104, 0.030], [-0.013, -0.013, -0.034], [-0.008, 0.007, 0.034], [-0.106, 0.030, 0.048], [-0.057, -0.083, -0.041], [-0.083, 0.067, -0.065], [0.002, -0.002, 0.006], [0.053, -0.035, 0.022], [0.037, 0.031, -0.058], [-0.047, -0.032, 0.077], [0.010, -0.010, -0.004], [0.342, -0.162, 0.281], [0.091, 0.121, 0.093], [0.105, -0.032, -0.026], [-0.080, -0.066, 0.008], [0.294, 0.116, -0.332], [-0.011, -0.009, -0.002], [-0.044, -0.037, -0.051], [-0.035, -0.101, -0.026], [0.021, -0.037, -0.024], [-0.034, 0.008, 0.057], [-0.018, 0.061, -0.145], [-0.072, 0.029, 0.017]],
  "lowdin_charge": [-0.109, 0.119, 0.107, -0.058, 0.120, -0.083, 0.107, 0.111, -0.003, -0.395, 0.155, 0.145, 0.041, -0.003, -0.015, 1.087, 0.094, 0.086, 0.110, 0.120, 0.159, -0.058, -0.262, -0.082, -0.083, 0.107, 0.181, 0.132, 0.180, -0.082, 0.120, -0.225, -0.082, -0.059, 0.108, 0.106, -0.057, -0.088, 0.121, -0.440, -0.278, 0.169, -0.083, -0.277, -0.075, 0.121, 0.120, -0.274, 0.122, -0.783, -0.047, 0.046, 0.108, -0.278, -0.078, -0.102, 0.107, 1.050, -0.274, -0.058, -0.076, 0.107, -0.045, 0.013, -0.081, -0.051, -0.057, -0.369, -0.661, 0.094, 0.011, 0.093, 0.001, 0.107, -0.003, 0.087, -0.051, -0.001, 0.004, 0.067, 0.106, 0.040, -0.077, -0.005, 0.107, -0.010, 0.129, -0.003, 0.002, 0.173, 0.111, -0.072, 0.008, 0.108, -0.063, -0.527, 0.120]
}

=====

Entry 4:
{
  "formula": "C3H7Cl3OSi",
  "method": "ωB97M-V/def2-TZVPD",
  "energy_ev": -50713.6676,
  "charge": 0,
  "relative_energy_kj_mol": 496.2,
  "homo_lumo_gap_ha": [0.30002, 0.29954],
  "symbols": ["H", "H", "Cl", "Si", "C", "Cl", "H", "C", "Cl", "H", "H", "H", "O", "C", "H"],
  "coordinates": [[-0.199, 1.121, 2.641], [1.244, 1.997, 1.801], [-2.501, -0.843, 0.412], [1.313, -0.093, 0.227], [0.568, -0.734, -1.425], [-1.750, -3.044, -1.394], [-0.644, 2.490, 1.701], [0.190, 1.755, 1.780], [-2.259, -0.296, -2.362], [0.857, -1.655, -1.774], [0.541, -0.089, -2.254], [2.519, 0.704, -0.142], [0.085, 0.879, 0.675], [-1.747, -1.263, -1.079], [1.782, -0.929, 1.192]],
  "forces_ev_per_angstrom": [[1.181, 0.938, -0.268], [-0.090, 1.209, 0.928], [0.135, -0.233, 0.097], [-1.222, 1.778, -3.741], [-1.843, 0.110, 3.336], [-0.203, 1.137, 0.183], [1.394, 0.280, -0.228], [-2.151, -2.007, 0.722], [-0.989, 0.414, -1.113], [0.511, -2.497, -0.580], [-0.541, 1.253, -0.685], [-0.029, 0.105, 0.055], [-0.352, 0.099, -0.466], [3.667, -0.522, -0.139], [0.532, -2.063, 1.897]],
  "nbo_charge": [0.175, 0.185, 0.073, 1.432, -0.684, -0.004, 0.203, -0.256, 0.062, 0.190, 0.206, -0.228, -0.900, -0.225, -0.227]
}